Formula: C25H53O5RbSi4
Source: the OMol25 dataset
Level of theory: ωB97M-V/def2-TZVPD

Calculated values
Frontier orbital gap = 5.32 eV
E_HOMO = -5.8 eV
Energy relative to the best compared isomer or geometry (same formula, charge and spin) = 0.000 eV

The geometry in XYZ format:
```
88
C25H53O5RbSi4 (ωB97M-V/def2-TZVPD)
Rb -2.855 -0.308 3.036
C -0.346 2.601 3.369
C 0.570 1.544 2.806
O 0.063 0.262 3.105
C 0.874 -0.746 2.430
C 0.425 -2.160 2.796
O -0.934 -2.475 2.480
C -1.166 -3.380 1.420
C -1.582 -2.641 0.124
O -2.732 -1.864 0.406
C -2.976 -0.854 -0.609
C -2.222 0.486 -0.501
O -2.534 1.273 0.640
C -1.866 2.527 0.565
C -2.120 3.241 1.855
O -1.721 2.452 2.989
H 0.007 3.626 3.074
H -0.379 2.512 4.473
H 1.564 1.741 3.248
H 0.726 1.646 1.726
H 1.899 -0.646 2.728
H 0.840 -0.590 1.373
H 0.550 -2.277 3.859
H 1.121 -2.871 2.266
H -1.992 -4.025 1.748
H -0.332 -4.060 1.184
H -1.787 -3.416 -0.630
H -0.733 -2.068 -0.163
H -4.027 -0.656 -0.577
H -2.737 -1.278 -1.628
H -2.443 1.020 -1.410
H -1.139 0.255 -0.523
H -2.264 3.097 -0.273
H -0.796 2.363 0.399
H -3.189 3.407 1.985
H -1.656 4.218 1.814
C -6.876 0.878 3.036
C -7.448 -0.204 3.755
C -7.334 -1.501 3.299
C -6.690 -1.758 2.096
C -6.116 -0.715 1.375
C -6.187 0.588 1.881
H -6.996 1.875 3.433
H -7.958 -0.037 4.700
H -7.743 -2.292 3.908
H -6.576 -2.787 1.767
H -5.612 -0.905 0.444
H -5.744 1.365 1.279
C 0.895 1.753 -4.192
Si 2.103 1.911 -2.745
C 1.727 3.539 -1.807
C 3.784 2.272 -3.553
Si 1.911 0.106 -1.248
Si 4.055 0.010 -0.309
C 4.281 1.446 0.976
C 5.712 -0.063 -1.234
C 4.216 -1.424 0.884
Si 2.136 -1.588 -2.806
C 3.113 -1.422 -4.415
C 0.369 -2.043 -3.319
C 2.893 -3.215 -2.098
H 1.008 2.534 -4.900
H -0.138 1.707 -3.776
H 1.010 0.771 -4.677
H 1.722 4.451 -2.394
H 2.451 3.677 -0.999
H 0.735 3.478 -1.330
H 3.673 3.039 -4.297
H 4.187 1.378 -4.008
H 4.522 2.589 -2.815
H 4.388 2.440 0.509
H 5.130 1.273 1.671
H 3.365 1.571 1.570
H 5.925 0.948 -1.605
H 5.736 -0.687 -2.130
H 6.521 -0.382 -0.626
H 3.362 -1.425 1.576
H 5.145 -1.353 1.443
H 4.173 -2.409 0.406
H 2.685 -0.634 -5.019
H 3.068 -2.402 -4.950
H 4.163 -1.276 -4.172
H -0.048 -1.242 -3.908
H -0.228 -2.230 -2.419
H 0.325 -2.908 -3.957
H 3.931 -3.088 -1.809
H 2.825 -3.994 -2.863
H 2.340 -3.570 -1.212
```

Mulliken atomic charge list, values in e, 2 entries:
1 Rb 0.799
2 C -0.945

***

Formula: C25H54ClFO7S2
Source: the OMol25 dataset
Level of theory: ωB97M-V/def2-TZVPD

Calculated values
Frontier orbital gap = 10.91 eV
E_HOMO = -10.6 eV

The geometry in XYZ format:
```
90
C25H54ClFO7S2 (ωB97M-V/def2-TZVPD)
C 0.944 1.907 -0.168
C 1.029 1.982 -1.695
C -0.204 2.589 -2.391
C -1.063 1.691 -3.302
O -2.388 1.399 -2.785
C -2.567 0.348 -1.938
S -3.312 1.025 -0.360
C -4.566 2.112 -0.941
O -3.904 -0.068 0.363
O -2.255 1.799 0.237
O -1.396 -0.293 -1.506
S -1.335 -1.866 -1.842
O -0.548 -2.074 -3.013
O -0.990 -2.552 -0.650
O -2.886 -2.002 -2.158
C -3.452 -0.796 -2.580
F -4.716 -0.770 -2.160
Cl -3.445 -0.709 -4.341
H 1.949 1.734 0.224
H 0.327 1.095 0.206
H 0.573 2.833 0.276
H 1.886 2.622 -1.927
H 1.278 1.002 -2.115
H 0.133 3.407 -3.033
H -0.868 3.037 -1.648
H -0.563 0.761 -3.586
H -1.290 2.221 -4.226
H -4.842 2.685 -0.053
H -5.400 1.519 -1.310
H -4.165 2.771 -1.705
C 5.063 -0.222 -1.625
C 4.157 -0.971 -2.598
C 3.116 -1.851 -1.908
C 3.687 -2.975 -1.043
C 4.609 -3.944 -1.781
C 3.919 -4.692 -2.917
H 5.644 -0.907 -1.006
H 5.769 0.417 -2.157
H 4.475 0.414 -0.958
H 4.767 -1.573 -3.278
H 3.634 -0.244 -3.226
H 2.451 -2.275 -2.666
H 2.484 -1.222 -1.279
H 2.852 -3.536 -0.613
H 4.228 -2.546 -0.194
H 4.996 -4.669 -1.060
H 5.481 -3.411 -2.170
H 3.063 -5.258 -2.545
H 4.603 -5.395 -3.395
H 3.558 -4.011 -3.689
C -2.849 -3.079 2.042
C -3.749 -3.832 1.075
C -4.824 -4.670 1.764
C -4.287 -5.786 2.662
C -3.367 -6.784 1.960
C -4.047 -7.547 0.826
H -2.274 -3.762 2.671
H -2.141 -2.459 1.498
H -3.430 -2.425 2.695
H -3.141 -4.454 0.412
H -4.254 -3.103 0.433
H -5.485 -5.098 1.005
H -5.452 -4.009 2.370
H -5.136 -6.328 3.092
H -3.752 -5.348 3.509
H -3.002 -7.500 2.701
H -2.483 -6.270 1.574
H -4.918 -8.095 1.194
H -3.365 -8.268 0.375
H -4.385 -6.876 0.035
C 3.549 8.198 3.046
C 2.906 7.103 3.892
C 3.032 5.708 3.283
C 2.354 5.539 1.922
C 0.860 5.858 1.898
C 0.030 4.951 2.803
H 3.078 8.280 2.065
H 3.463 9.170 3.532
H 4.611 7.996 2.891
H 1.853 7.344 4.061
H 3.376 7.093 4.878
H 2.626 4.976 3.986
H 4.093 5.462 3.173
H 2.497 4.505 1.591
H 2.861 6.164 1.182
H 0.502 5.753 0.870
H 0.688 6.902 2.173
H 0.154 3.903 2.523
H -1.031 5.192 2.725
H 0.314 5.055 3.851
```

Mulliken atomic charge list, values in e, 2 entries:
1 C -1.046
2 C 0.116

***

Formula: C25H55BrClN4O8
Source: the OMol25 dataset
Level of theory: ωB97M-V/def2-TZVPD

Calculated values
Frontier orbital gap = 6.93 eV
E_HOMO = -10.7 eV
Net charge = +1

The geometry in XYZ format:
```
94
C25H55BrClN4O8 (ωB97M-V/def2-TZVPD)
C -5.494 1.430 -0.317
C -5.465 2.846 -0.901
C -4.172 3.150 -1.645
Br -4.272 4.933 -2.406
N -3.048 3.074 -0.707
C -1.786 3.229 -0.980
N -1.450 3.417 -2.331
N -0.183 2.816 -2.597
N -0.813 3.222 0.024
C -1.212 3.972 1.239
C -0.132 4.014 2.309
C -0.700 4.583 3.621
C -1.500 3.536 4.393
O -2.291 4.146 5.407
C -1.647 4.434 6.588
C -1.018 3.266 7.301
O -1.654 5.558 7.012
C -0.269 1.861 0.254
C -1.176 0.898 1.044
C -0.401 0.082 2.061
Cl -1.941 -0.248 -0.130
H -5.254 0.667 -1.056
H -4.808 1.326 0.529
H -6.487 1.237 0.091
H -6.295 3.004 -1.589
H -5.587 3.577 -0.095
H -4.002 2.439 -2.451
H -3.306 2.879 0.253
H -1.452 4.416 -2.539
H -0.177 2.516 -3.561
H 0.583 3.450 -2.401
H -2.148 3.615 1.684
H -1.396 5.003 0.923
H 0.695 4.641 1.971
H 0.281 3.026 2.523
H 0.133 4.892 4.254
H -1.336 5.448 3.419
H -2.203 2.993 3.756
H -0.818 2.788 4.815
H -1.218 3.362 8.365
H 0.060 3.294 7.124
H -1.390 2.317 6.917
H 0.698 1.943 0.750
H -0.076 1.424 -0.724
H -2.020 1.409 1.510
H -1.002 -0.766 2.393
H -0.104 0.686 2.919
H 0.488 -0.346 1.591
C 3.030 -5.592 0.818
O 2.433 -5.670 2.094
C 2.509 -4.504 2.883
C 1.172 -4.081 3.456
O 0.194 -3.667 2.516
C -0.384 -4.622 1.638
C -1.244 -5.689 2.280
O -0.509 -6.578 3.092
C -1.031 -6.818 4.381
H 4.084 -5.886 0.857
H 2.502 -6.283 0.161
H 2.955 -4.584 0.398
H 2.940 -3.674 2.312
H 3.174 -4.699 3.735
H 1.369 -3.186 4.054
H 0.779 -4.836 4.138
H 0.368 -5.065 0.982
H -1.051 -4.033 1.001
H -1.702 -6.262 1.462
H -2.053 -5.218 2.848
H -1.571 -5.948 4.768
H -0.195 -7.030 5.048
H -1.702 -7.682 4.381
C 0.896 -0.906 -3.648
O 1.532 -0.147 -4.653
C 2.566 0.711 -4.214
C 3.868 0.542 -4.968
O 4.513 -0.700 -4.795
C 3.976 -1.864 -5.401
C 4.076 -1.929 -6.908
O 3.273 -0.959 -7.555
C 3.915 -0.199 -8.556
H 0.044 -0.363 -3.219
H 0.527 -1.823 -4.105
H 1.589 -1.173 -2.844
H 2.749 0.577 -3.141
H 2.236 1.750 -4.368
H 4.561 1.273 -4.540
H 3.746 0.798 -6.022
H 2.954 -2.057 -5.068
H 4.597 -2.677 -5.017
H 3.732 -2.926 -7.211
H 5.123 -1.833 -7.211
H 4.980 -0.066 -8.346
H 3.444 0.785 -8.586
H 3.801 -0.665 -9.540
```

Mulliken atomic charge list, values in e, 2 entries:
1 C -0.950
2 C -0.814

***

Formula: C25H55BrN3O7P
Source: the OMol25 dataset
Level of theory: ωB97M-V/def2-TZVPD

Calculated values
Frontier orbital gap = 9.03 eV
E_HOMO = -9.4 eV

The geometry in XYZ format:
```
92
C25H55BrN3O7P (ωB97M-V/def2-TZVPD)
C 5.497 -4.255 -0.204
C 6.077 -3.605 -1.559
N 5.853 -2.155 -1.752
C 4.608 -1.770 -2.447
C 3.270 -2.550 -2.045
C 2.541 -2.028 -0.710
C 1.588 -3.252 -0.214
N 0.952 -4.208 0.191
C 1.559 -0.760 -0.902
C 1.901 0.184 -2.155
N 2.313 0.777 -3.135
P 1.593 0.335 0.689
O 3.125 1.099 0.871
Br 1.413 -1.001 2.556
C 6.235 -1.296 -0.626
C 7.519 -0.319 -0.866
O 5.664 -1.185 0.500
H 6.280 -4.508 0.591
H 4.651 -3.606 0.254
H 4.969 -5.245 -0.514
H 5.677 -4.153 -2.503
H 7.223 -3.797 -1.556
H 4.504 -0.615 -2.359
H 4.774 -1.956 -3.584
H 2.515 -2.377 -2.915
H 3.364 -3.691 -1.957
H 3.234 -1.810 0.174
H 0.467 -1.129 -1.058
H 3.755 0.388 1.183
H 7.045 0.715 -1.116
H 8.121 -0.162 0.094
H 8.137 -0.613 -1.782
C -1.795 3.402 -3.888
C -1.307 3.209 -2.461
C -0.053 4.024 -2.189
O -1.031 1.828 -2.238
H -1.038 3.073 -4.608
H -2.690 2.801 -4.073
H -2.031 4.452 -4.085
H -2.095 3.501 -1.760
H 0.765 3.716 -2.850
H 0.294 3.866 -1.164
H -0.236 5.092 -2.336
H -0.335 1.558 -2.854
C -2.799 1.948 2.858
C -2.314 1.751 4.286
C -1.059 2.563 4.561
O -2.042 0.367 4.506
H -2.042 1.618 2.139
H -3.695 1.349 2.672
H -3.033 2.998 2.662
H -3.102 2.043 4.986
H -0.241 2.255 3.901
H -0.714 2.403 5.587
H -1.240 3.632 4.416
H -1.347 0.099 3.891
C 0.598 5.650 -7.278
C 0.855 4.360 -6.516
C 2.305 3.919 -6.645
O 0.002 3.335 -7.019
H 0.796 5.519 -8.347
H -0.450 5.948 -7.186
H 1.227 6.462 -6.904
H 0.607 4.502 -5.460
H 2.562 3.727 -7.692
H 2.472 2.985 -6.102
H 2.985 4.679 -6.252
H 0.214 3.202 -7.953
C -5.079 -3.224 2.007
C -4.531 -1.993 1.304
C -3.071 -2.180 0.919
O -4.653 -0.864 2.166
H -4.528 -3.423 2.932
H -6.125 -3.072 2.289
H -5.015 -4.108 1.365
H -5.124 -1.786 0.408
H -2.451 -2.343 1.806
H -2.687 -1.282 0.425
H -2.946 -3.031 0.244
H -4.131 -1.038 2.963
C -5.967 -1.519 6.238
C -5.607 -2.983 6.437
C -5.235 -3.270 7.883
O -4.511 -3.320 5.590
H -5.119 -0.871 6.484
H -6.220 -1.325 5.192
H -6.817 -1.233 6.863
H -6.451 -3.613 6.143
H -4.362 -2.683 8.186
H -4.967 -4.323 8.009
H -6.063 -3.037 8.558
H -3.757 -2.768 5.843
```

Mulliken atomic charge list, values in e, 2 entries:
1 C -0.644
2 C -0.584

***

Formula: C25H55ClINO9P3S
Source: the OMol25 dataset
Level of theory: ωB97M-V/def2-TZVPD

Calculated values
Frontier orbital gap = 5.93 eV
E_HOMO = -3.7 eV
Net charge = -1

The geometry in XYZ format:
```
96
C25H55ClINO9P3S (ωB97M-V/def2-TZVPD)
C -3.596 -1.413 -1.174
C -3.079 -0.918 -2.540
C -2.451 0.476 -2.515
C -1.411 0.674 -1.417
O -0.752 -0.532 -1.100
C -0.132 -0.476 0.143
O -1.037 -0.536 1.193
P -0.144 -0.771 2.724
C -1.699 -0.098 3.579
C -2.046 1.330 3.140
C -3.356 1.504 2.398
I -5.061 0.769 3.456
P 1.285 -0.958 4.485
N 1.493 0.721 4.862
O 0.335 -1.364 5.781
P -1.012 -2.933 2.847
O -1.725 -2.974 4.338
Cl 0.679 -4.150 3.197
O 1.167 -1.474 1.734
C 0.780 -1.654 0.416
S 2.175 -1.848 -0.728
H -4.625 -1.761 -1.236
H -3.543 -0.617 -0.433
H -2.959 -2.204 -0.786
H -3.937 -0.863 -3.218
H -2.394 -1.638 -2.983
H -2.034 0.695 -3.496
H -3.249 1.207 -2.350
H -0.684 1.429 -1.734
H -1.935 1.066 -0.540
H 0.469 0.453 0.220
H 0.417 0.556 2.519
H -1.615 -0.134 4.665
H -2.520 -0.772 3.331
H -1.270 1.694 2.459
H -2.055 2.011 3.994
H -3.333 1.041 1.415
H -3.579 2.561 2.274
H 0.619 1.246 4.836
H 2.130 1.132 4.194
H -0.231 -0.637 6.042
H -2.411 -3.635 4.294
H 0.158 -2.550 0.281
H 1.944 -3.121 -1.041
C -3.920 5.948 5.782
C -3.522 6.398 4.377
C -2.955 5.109 3.794
O -3.674 4.044 4.413
C -4.428 4.535 5.517
H -4.671 6.583 6.251
H -3.042 5.920 6.430
H -4.406 6.710 3.817
H -2.803 7.217 4.364
H -1.890 5.001 4.027
H -3.078 5.038 2.712
H -5.490 4.537 5.247
H -4.291 3.863 6.365
C 2.612 1.136 -3.880
C 2.428 -0.154 -4.678
C 1.017 -0.562 -4.283
O 0.306 0.659 -4.033
C 1.219 1.748 -3.965
H 3.384 1.795 -4.278
H 2.860 0.902 -2.843
H 2.468 0.056 -5.750
H 3.167 -0.920 -4.447
H 1.012 -1.156 -3.366
H 0.501 -1.115 -5.070
H 1.109 2.365 -4.868
H 0.974 2.364 -3.097
C 6.013 -4.565 4.042
C 4.572 -4.149 4.336
C 3.790 -5.285 3.697
O 4.619 -6.457 3.807
C 5.935 -6.079 4.198
H 6.747 -4.111 4.707
H 6.275 -4.305 3.013
H 4.397 -4.128 5.414
H 4.296 -3.178 3.931
H 3.599 -5.087 2.639
H 2.839 -5.474 4.188
H 6.096 -6.375 5.243
H 6.657 -6.612 3.576
C 0.950 1.590 -9.313
C 1.515 0.437 -10.142
C 2.046 -0.489 -9.053
O 1.197 -0.301 -7.924
C 0.372 0.849 -8.113
H 0.204 2.184 -9.838
H 1.756 2.255 -8.996
H 0.715 -0.054 -10.700
H 2.287 0.740 -10.848
H 3.072 -0.223 -8.775
H 2.028 -1.542 -9.338
H -0.655 0.520 -8.306
H 0.376 1.440 -7.196
```

Mulliken atomic charge list, values in e, 2 entries:
1 C -0.524
2 C -0.614

***

Question: Among the records above, which one has the lowest frontier orbital gap?
Answer: C25H53O5RbSi4

***

Repeat the fourth record exactly.
Formula: C25H55BrN3O7P
Source: the OMol25 dataset
Level of theory: ωB97M-V/def2-TZVPD

Calculated values
Frontier orbital gap = 9.03 eV
E_HOMO = -9.4 eV

The geometry in XYZ format:
```
92
C25H55BrN3O7P (ωB97M-V/def2-TZVPD)
C 5.497 -4.255 -0.204
C 6.077 -3.605 -1.559
N 5.853 -2.155 -1.752
C 4.608 -1.770 -2.447
C 3.270 -2.550 -2.045
C 2.541 -2.028 -0.710
C 1.588 -3.252 -0.214
N 0.952 -4.208 0.191
C 1.559 -0.760 -0.902
C 1.901 0.184 -2.155
N 2.313 0.777 -3.135
P 1.593 0.335 0.689
O 3.125 1.099 0.871
Br 1.413 -1.001 2.556
C 6.235 -1.296 -0.626
C 7.519 -0.319 -0.866
O 5.664 -1.185 0.500
H 6.280 -4.508 0.591
H 4.651 -3.606 0.254
H 4.969 -5.245 -0.514
H 5.677 -4.153 -2.503
H 7.223 -3.797 -1.556
H 4.504 -0.615 -2.359
H 4.774 -1.956 -3.584
H 2.515 -2.377 -2.915
H 3.364 -3.691 -1.957
H 3.234 -1.810 0.174
H 0.467 -1.129 -1.058
H 3.755 0.388 1.183
H 7.045 0.715 -1.116
H 8.121 -0.162 0.094
H 8.137 -0.613 -1.782
C -1.795 3.402 -3.888
C -1.307 3.209 -2.461
C -0.053 4.024 -2.189
O -1.031 1.828 -2.238
H -1.038 3.073 -4.608
H -2.690 2.801 -4.073
H -2.031 4.452 -4.085
H -2.095 3.501 -1.760
H 0.765 3.716 -2.850
H 0.294 3.866 -1.164
H -0.236 5.092 -2.336
H -0.335 1.558 -2.854
C -2.799 1.948 2.858
C -2.314 1.751 4.286
C -1.059 2.563 4.561
O -2.042 0.367 4.506
H -2.042 1.618 2.139
H -3.695 1.349 2.672
H -3.033 2.998 2.662
H -3.102 2.043 4.986
H -0.241 2.255 3.901
H -0.714 2.403 5.587
H -1.240 3.632 4.416
H -1.347 0.099 3.891
C 0.598 5.650 -7.278
C 0.855 4.360 -6.516
C 2.305 3.919 -6.645
O 0.002 3.335 -7.019
H 0.796 5.519 -8.347
H -0.450 5.948 -7.186
H 1.227 6.462 -6.904
H 0.607 4.502 -5.460
H 2.562 3.727 -7.692
H 2.472 2.985 -6.102
H 2.985 4.679 -6.252
H 0.214 3.202 -7.953
C -5.079 -3.224 2.007
C -4.531 -1.993 1.304
C -3.071 -2.180 0.919
O -4.653 -0.864 2.166
H -4.528 -3.423 2.932
H -6.125 -3.072 2.289
H -5.015 -4.108 1.365
H -5.124 -1.786 0.408
H -2.451 -2.343 1.806
H -2.687 -1.282 0.425
H -2.946 -3.031 0.244
H -4.131 -1.038 2.963
C -5.967 -1.519 6.238
C -5.607 -2.983 6.437
C -5.235 -3.270 7.883
O -4.511 -3.320 5.590
H -5.119 -0.871 6.484
H -6.220 -1.325 5.192
H -6.817 -1.233 6.863
H -6.451 -3.613 6.143
H -4.362 -2.683 8.186
H -4.967 -4.323 8.009
H -6.063 -3.037 8.558
H -3.757 -2.768 5.843
```

Mulliken atomic charge list, values in e, 2 entries:
1 C -0.644
2 C -0.584

***

Question: What is the E_HOMO in the fourth record?
Answer: -9.4 eV

***

Question: What is the frontier orbital gap in the third record?
Answer: 6.93 eV